Entry from the Open Molecules 2025 dataset: a cluster of 10 separate species, C67H158N10O16 in total at a distorted geometry (ωB97M-V/def2-TZVPD).

Computed properties:
Energy (eV): -119684.9691
Gap between HOMO and LUMO (Ha): 0.3001
Relative energy (zero: lowest compared OMol25 entry of this formula, charge and spin) (eV): 0.000
Structure (SMILES): CC1(C)CCCC(C)(C)N1O.CC1(C)CCCC(C)(C)N1O.CC1(C)CCCC(C)(C)N1O.COC[C@H](C)N.COCCNCCOC.COCCNCCOC.COCCNCCOC.COCCNCCOC.COCCNCCOC.COCCNCCOC

Positions of all 251 atoms, in Å:
C1 -4.485 -8.780 0.392
C2 -3.864 -7.802 -0.619
C3 -5.086 -7.242 -1.500
C4 -5.755 -6.084 -0.843
C5 -4.747 -5.032 -0.615
C6 -3.699 -5.458 0.488
N1 -3.064 -6.681 -0.077
O1 -2.026 -7.126 0.789
C7 -2.559 -4.290 0.350
C8 -4.198 -5.595 1.948
C9 -3.047 -8.692 -1.602
H1 -5.057 -9.621 0.000
H2 -5.147 -8.360 1.149
H3 -3.612 -9.223 0.869
H4 -4.676 -6.904 -2.452
H5 -5.843 -7.962 -1.811
H6 -6.179 -6.381 0.116
H7 -6.537 -5.797 -1.546
H8 -5.220 -4.096 -0.318
H9 -4.296 -4.696 -1.549
H10 -1.695 -4.630 0.922
H11 -2.088 -4.314 -0.633
H12 -2.918 -3.295 0.612
H13 -4.991 -6.344 1.955
H14 -3.374 -5.896 2.595
H15 -4.577 -4.665 2.372
H16 -3.595 -9.561 -1.966
H17 -2.182 -9.075 -1.061
H18 -2.613 -8.120 -2.423
H19 -2.500 -7.462 1.553
C10 0.277 6.329 7.654
C11 0.621 4.846 7.801
C12 -0.501 3.913 7.227
C13 -0.480 3.716 5.706
C14 0.940 3.324 5.219
C15 2.039 4.246 5.680
N2 1.917 4.549 7.098
O2 2.973 5.358 7.556
C16 3.393 3.456 5.368
C17 2.004 5.560 4.845
C18 0.637 4.465 9.332
H20 -0.462 6.716 8.356
H21 -0.243 6.585 6.732
H22 1.169 6.924 7.851
H23 -0.470 2.962 7.760
H24 -1.454 4.360 7.510
H25 -0.873 4.637 5.278
H26 -1.255 2.964 5.560
H27 0.920 3.062 4.161
H28 1.203 2.409 5.749
H29 3.455 3.035 4.365
H30 4.233 4.132 5.532
H31 3.635 2.697 6.111
H32 2.390 6.391 5.434
H33 2.692 5.520 4.001
H34 1.027 5.830 4.443
H35 1.308 5.071 9.942
H36 0.965 3.493 9.702
H37 -0.313 4.737 9.794
H38 3.654 4.736 7.823
C19 1.248 -1.358 -1.620
C20 0.354 -0.221 -1.027
C21 -0.278 -0.744 0.282
C22 -0.909 0.289 1.168
C23 0.172 1.286 1.608
C24 0.874 2.013 0.390
N3 1.174 0.926 -0.678
O3 1.854 1.458 -1.787
C25 -0.063 3.076 -0.218
C26 2.137 2.600 0.942
C27 -0.830 0.179 -1.964
H39 0.680 -2.262 -1.841
H40 2.114 -1.661 -1.030
H41 1.748 -1.028 -2.531
H42 -1.046 -1.479 0.038
H43 0.449 -1.285 0.887
H44 -1.399 -0.267 1.967
H45 -1.718 0.808 0.654
H46 0.918 0.928 2.318
H47 -0.372 2.047 2.166
H48 0.020 3.121 -1.304
H49 -1.076 2.676 -0.172
H50 0.103 4.008 0.321
H51 2.506 3.166 0.087
H52 1.962 3.229 1.815
H53 2.820 1.810 1.253
H54 -1.323 1.079 -1.597
H55 -1.571 -0.621 -1.985
H56 -0.528 0.466 -2.971
H57 2.675 0.976 -1.658
C28 -7.433 2.002 0.136
O4 -7.005 0.757 0.694
C29 -5.530 0.755 0.620
C30 -4.935 -0.360 1.473
N4 -5.267 -0.040 2.837
C31 -4.451 -0.625 3.902
C32 -4.366 -2.180 4.057
O5 -3.431 -2.540 4.905
C33 -3.294 -3.949 5.015
H58 -8.522 2.051 0.121
H59 -7.251 2.253 -0.909
H60 -7.093 2.855 0.723
H61 -5.092 1.726 0.852
H62 -5.313 0.533 -0.425
H63 -3.870 -0.460 1.268
H64 -5.523 -1.256 1.273
H65 -5.399 0.942 3.029
H66 -5.047 -0.311 4.759
H67 -3.489 -0.114 3.942
H68 -4.052 -2.661 3.130
H69 -5.332 -2.550 4.400
H70 -2.708 -4.333 5.850
H71 -2.698 -4.353 4.196
H72 -4.311 -4.330 5.106
C34 -4.249 -1.601 -2.266
O6 -3.282 -1.506 -3.322
C35 -2.662 -2.814 -3.536
C36 -1.716 -2.831 -4.788
N5 -2.456 -2.390 -5.998
C37 -1.518 -1.897 -7.053
C38 -0.786 -0.581 -6.712
O7 -1.747 0.311 -6.107
C39 -2.481 1.080 -7.104
H73 -4.719 -0.625 -2.143
H74 -3.782 -1.761 -1.294
H75 -5.029 -2.299 -2.571
H76 -3.422 -3.594 -3.590
H77 -2.085 -2.971 -2.624
H78 -1.357 -3.852 -4.913
H79 -0.888 -2.163 -4.551
H80 -2.908 -1.559 -5.645
H81 -2.145 -1.688 -7.919
H82 -0.859 -2.747 -7.233
H83 -0.307 -0.131 -7.582
H84 0.016 -0.742 -5.992
H85 -1.844 1.596 -7.822
H86 -3.226 1.703 -6.609
H87 -3.065 0.401 -7.725
C40 3.512 -2.588 -3.766
O8 4.373 -1.705 -3.027
C41 4.817 -0.610 -3.812
C42 5.746 0.284 -2.899
N6 5.012 0.794 -1.711
C43 5.958 1.279 -0.682
C44 6.559 2.681 -0.896
O9 7.728 2.600 -1.761
C45 8.347 3.884 -1.882
H88 4.096 -2.969 -4.604
H89 2.579 -2.312 -4.257
H90 3.360 -3.437 -3.099
H91 4.002 -0.017 -4.226
H92 5.414 -0.983 -4.644
H93 6.204 1.073 -3.496
H94 6.528 -0.438 -2.666
H95 4.510 -0.045 -1.458
H96 6.754 0.575 -0.437
H97 5.360 1.324 0.228
H98 6.838 3.135 0.055
H99 5.787 3.316 -1.331
H100 8.809 4.074 -0.914
H101 7.818 4.801 -2.142
H102 9.129 3.840 -2.640
C46 1.166 -0.639 4.960
O10 2.346 -0.571 4.170
C47 3.520 -0.353 4.938
C48 4.687 -0.104 3.862
N7 6.001 0.149 4.499
C49 6.899 0.890 3.596
C50 6.711 2.434 3.524
O11 5.706 2.752 2.513
C51 5.473 4.124 2.202
H103 1.255 -0.156 5.933
H104 0.820 -1.672 4.987
H105 0.291 -0.116 4.574
H106 3.657 -1.243 5.551
H107 3.497 0.563 5.529
H108 4.524 0.749 3.203
H109 4.727 -0.936 3.158
H110 6.486 -0.699 4.755
H111 6.887 0.557 2.558
H112 7.935 0.643 3.831
H113 7.660 2.915 3.286
H114 6.356 2.832 4.474
H115 5.285 4.692 3.113
H116 4.526 4.197 1.666
H117 6.375 4.392 1.652
C52 0.423 -6.032 -4.040
O12 1.609 -6.075 -3.245
C53 1.665 -7.252 -2.421
C54 0.852 -7.067 -1.073
N8 1.477 -6.455 0.064
C55 1.882 -5.089 -0.230
C56 2.036 -4.353 1.113
O13 0.787 -3.994 1.585
C57 0.751 -3.548 2.950
H118 0.369 -6.935 -4.648
H119 0.587 -5.212 -4.739
H120 -0.521 -5.942 -3.503
H121 2.713 -7.496 -2.246
H122 1.336 -8.101 -3.019
H123 0.467 -8.031 -0.741
H124 -0.084 -6.521 -1.186
H125 0.736 -6.369 0.745
H126 1.047 -4.645 -0.771
H127 2.815 -5.039 -0.793
H128 2.471 -3.405 0.799
H129 2.715 -4.912 1.758
H130 1.392 -2.688 3.144
H131 0.996 -4.381 3.609
H132 -0.256 -3.203 3.182
C58 5.550 3.874 -4.360
O14 5.038 3.317 -5.544
C59 3.803 3.889 -5.981
C60 2.633 3.670 -4.967
N9 1.300 4.078 -5.522
C61 0.256 3.544 -4.741
C62 -1.087 4.075 -5.180
O15 -1.267 5.423 -4.850
C63 -2.472 5.960 -5.387
H133 5.661 4.958 -4.386
H134 6.554 3.489 -4.184
H135 4.987 3.544 -3.486
H136 3.629 3.588 -7.014
H137 3.913 4.966 -6.110
H138 2.917 4.215 -4.067
H139 2.587 2.636 -4.626
H140 0.989 5.039 -5.527
H141 0.392 3.898 -3.719
H142 0.271 2.454 -4.722
H143 -1.894 3.488 -4.741
H144 -1.255 3.763 -6.211
H145 -3.387 5.412 -5.163
H146 -2.297 6.144 -6.447
H147 -2.780 6.947 -5.041
C64 -2.455 5.565 -0.293
C65 -3.540 5.334 -1.418
C66 -3.534 3.854 -1.790
O16 -4.645 3.604 -2.676
C67 -4.843 2.263 -2.915
N10 -4.850 5.673 -0.799
H148 -1.555 5.534 -0.907
H149 -2.345 4.734 0.403
H150 -2.492 6.534 0.204
H151 -3.261 5.920 -2.294
H152 -3.791 3.298 -0.888
H153 -2.602 3.452 -2.189
H154 -5.722 2.025 -3.515
H155 -4.905 1.612 -2.043
H156 -4.021 1.806 -3.465
H157 -4.789 6.681 -0.785
H158 -5.523 5.323 -1.466

Forces on atoms 1 to 3 (eV/Å):
C 0.7785 -0.0394 0.9494
C -2.4897 -0.8863 -2.0156
C 1.5539 -0.1028 0.2059